88
Properties=species:S:1:pos:R:3 method="wB97M-V/def2-TZVPD" lumo_energy_ev=4.42 relative_energy_kj_mol=49.7 homo_lumo_gap_ev=4.16 charge=-2
Pd -0.09689 -0.30110 -0.23155
S -0.67772 -1.98305 -2.14017
S 2.28820 -0.53683 -1.29095
P -1.09590 1.86022 -0.63570
C 1.33116 0.10627 2.25599
C -1.79372 3.98998 2.86153
C 0.00832 -2.27101 1.74529
C -1.63972 3.64410 1.53018
C 2.12166 -4.53816 -3.48574
C 0.61746 2.49423 -2.75118
C 2.12715 -2.02927 -2.18688
C -2.64782 2.25302 -2.88099
C 3.47093 1.38821 1.82259
C -0.93204 1.84914 3.47188
C 1.98311 -1.10422 2.35647
C -3.14474 -0.32042 2.58481
C 3.21678 -3.62980 1.03596
C -2.28541 -1.38783 1.90890
C -0.06063 0.17293 1.87517
C -1.45933 3.07338 3.84700
C -0.75699 1.48478 2.13516
C 0.93520 -3.92608 -3.10713
C 2.09268 -3.62989 2.07489
C -2.77932 2.47038 -1.36860
C 3.30911 -2.64543 -2.62855
C 1.40305 3.01504 -0.45705
C -0.77258 -1.08443 1.72382
C -3.79632 1.44400 -0.85267
C -2.95273 -1.83755 0.60605
C 1.34760 -2.31391 2.06468
C 2.13885 1.35638 2.58920
C 0.19302 3.06983 -1.39489
C 3.32361 -3.87930 -3.26286
C -0.21625 4.53089 -1.57724
C 2.41450 1.45829 4.09662
C 2.62981 -3.96329 3.47199
C 0.88954 -2.66884 -2.48143
C -1.16350 2.38786 1.13192
C -3.36089 3.86023 -1.09426
H 1.81260 -3.99595 4.19658
H 0.85578 1.43428 -2.64786
H 4.23947 -2.12233 -2.43595
H 1.48557 1.52962 4.66277
H -0.15593 2.60995 -3.51367
H -2.72182 -1.12190 -0.17722
H -0.51078 -3.21282 1.58778
H 4.26627 -4.32416 -3.56967
H 3.13771 -4.93371 3.47299
H -2.16838 4.97257 3.12956
H 2.27366 3.48101 -0.93073
H -3.51270 0.44292 -1.17406
H -0.51394 4.99226 -0.63173
H 2.95264 0.57161 4.43816
H 3.86289 2.40868 1.76396
H 1.56176 2.23568 2.30033
H -2.55727 -2.79545 0.26944
H -4.79566 1.66541 -1.24822
H 2.82011 -3.36742 0.05568
H 4.22136 0.77034 2.32226
H -4.15028 -0.72605 2.73272
H 3.03147 -1.11469 2.63842
H -0.64556 1.13527 4.23471
H -3.64297 2.18176 -3.33541
H -4.24477 3.99763 -1.73086
H -2.66640 4.67055 -1.31578
H 0.64726 5.08884 -1.95899
H -2.11341 1.31957 -3.08123
H 3.34154 0.99959 0.81213
H -2.74775 -0.03806 3.56026
H -3.85044 1.45737 0.23813
H 1.64528 1.96971 -0.25557
H 1.38001 -4.41336 1.79670
H 3.69516 -4.61318 0.96694
H 3.34410 -3.20421 3.80020
H -2.30244 -2.24838 2.59002
H 2.11116 -5.52092 -3.94923
H -1.87090 4.37739 0.77166
H -3.68915 3.94861 -0.05782
H 1.52206 3.00406 -3.10162
H 1.20189 3.52922 0.48609
H -1.02487 4.64452 -2.30085
H -1.58687 3.31564 4.89612
H -0.00981 -4.42208 -3.29812
H -4.04076 -1.92074 0.72805
H -2.11559 3.07193 -3.36788
H 3.97822 -2.88864 1.29080
H -3.22350 0.57660 1.97403
H 3.02153 2.34199 4.32610

48
Properties=species:S:1:pos:R:3 method="wB97M-V/def2-TZVPD" lumo_energy_ev="-5.76 / -10.07" s_squared=6.02 homo_lumo_gap_ev="7.95 / 5.66" charge=+2 multiplicity=5
Ir -0.02603 -0.29321 0.32772
Se -1.94541 -0.26395 1.61043
Cl -1.67135 0.36780 -2.88098
P 0.00602 -2.38484 -0.66806
P -0.22404 2.06289 -0.51459
O 2.96491 -0.13536 0.86847
O 0.72328 1.15128 -3.08554
C 1.29392 3.00482 -0.07049
C -0.96234 1.06214 3.92182
C -0.07430 0.46580 -3.70630
C 0.44787 -0.85312 3.23584
C 1.49076 -3.36355 -0.19646
C -1.40300 -3.32615 0.07111
C -1.58787 2.92542 0.38839
C 1.13197 0.61579 5.07927
C 1.80970 -0.22829 0.67897
C -0.33387 -0.27609 -4.99809
C -0.70151 -0.03656 3.06587
C 1.37526 -0.47373 4.22528
C -0.03729 1.37475 4.92131
C -0.51784 2.87159 -2.16958
C -0.17585 -2.77170 -2.45830
H 1.81708 0.85351 5.89420
H 0.59662 -0.42473 -5.61658
H -0.26149 2.20152 5.61495
H -1.21028 -4.39698 -0.12498
H -0.09585 -3.86088 -2.62022
H 2.36999 -2.96778 -0.72700
H 0.34127 2.68399 -2.82518
H -2.54708 2.44525 0.14741
H -1.39628 2.37956 -2.63147
H 1.57781 2.79004 0.96630
H -1.45794 -3.12165 1.15709
H -0.69213 3.91834 -2.05130
H -1.62227 3.97644 0.05713
H -1.13095 0.33544 -5.59379
H -1.88792 1.61209 3.81538
H 0.59753 -2.27848 -3.06594
H -0.77171 -1.31597 -4.78949
H 1.10058 4.08147 -0.18846
H 2.29220 -1.06487 4.33241
H 2.11728 2.71789 -0.74101
H 1.36442 -4.42342 -0.46897
H -1.41687 2.87189 1.47117
H -2.35037 -3.02351 -0.40964
H 0.57837 -1.76138 2.64790
H 1.67551 -3.29264 0.88485
H -1.17046 -2.43088 -2.78087

55
Properties=species:S:1:pos:R:3 method="wB97M-V/def2-TZVPD" lumo_energy_ev="-12.60 / -16.14" relative_energy_kj_mol=189.4 s_squared=3.81 homo_lumo_gap_ev="9.02 / 5.25" charge=+4 multiplicity=4
Re 0.36181 0.54436 -1.29984
S -1.21431 -1.03536 1.74255
O -0.07254 2.18514 1.35091
O -1.90018 -1.63592 -1.49251
N 1.81127 0.03433 2.38908
N -3.57186 -0.50819 2.95562
N -1.79014 -0.88190 4.34357
N 0.46276 -2.55139 0.15624
N -1.35050 1.85752 -2.04428
C -2.21435 -0.78279 3.07028
C 0.57569 -4.91749 -0.91685
C -1.96412 2.44452 -2.83626
C 2.14576 1.63362 -1.40208
C 1.24047 -0.71811 -2.72571
C -2.95848 3.17640 -3.61423
C -4.42899 -1.63966 3.31476
C 1.09304 0.55582 -3.32996
C 1.57274 1.70935 -2.68659
C -1.05466 -0.85718 -1.31260
C 0.49386 -3.58223 -0.37766
C 2.39084 1.03150 2.54322
C 2.09497 -0.78505 -1.60844
C -2.62387 -0.41304 5.45381
C 0.08910 1.54375 0.39280
C -3.94330 0.13180 1.70260
C -0.36958 -1.02046 4.56579
C 3.17482 2.17946 2.96095
C 2.54824 0.35697 -0.95792
H 2.22351 2.48431 -0.72888
H 0.21215 -0.22057 4.09545
H -3.96683 -0.61885 0.90604
H -3.27803 0.38755 5.08693
H 0.53011 0.63367 -4.24987
H 3.92955 1.84154 3.69083
H -4.92279 0.61252 1.79060
H -5.30910 -1.29978 3.87706
H -2.95886 2.83295 -4.66106
H -3.95310 2.98011 -3.18120
H -2.78244 4.26774 -3.60479
H 0.68237 -4.89552 -2.00626
H 1.39546 2.67638 -3.15983
H -3.23548 -1.24364 5.83707
H -3.87704 -2.37843 3.90612
H -0.19869 -1.02177 5.63817
H 2.41488 -1.75564 -1.26640
H 3.18585 0.26707 -0.08135
H -3.17269 0.86532 1.44932
H -4.77111 -2.11652 2.38766
H 2.53446 2.93966 3.43225
H -0.01432 -1.94992 4.11780
H 0.68802 -1.59459 -3.06168
H -0.32728 -5.48129 -0.65424
H -1.94696 -0.05855 6.23803
H 1.45620 -5.41165 -0.48350
H 3.69881 2.64696 2.11804

35
Properties=species:S:1:pos:R:3 method="wB97M-V/def2-TZVPD" lumo_energy_ev=4.93 relative_energy_kj_mol=597.8 homo_lumo_gap_ev=1.50 charge=-3
P 2.15199 4.31713 0.72090
P 3.05135 1.08742 -4.87927
Al -0.82200 3.26739 -2.93187
O 1.65681 0.68332 -4.26880
O 3.09652 1.27816 -6.47099
O 2.16118 4.82734 -0.66112
O 3.52370 3.56008 0.83684
O 0.91476 3.45413 0.61935
O 2.75460 2.66510 -4.67967
O 2.10064 5.80115 1.25633
O -3.46084 0.10949 -0.99333
O 2.74346 -1.57609 3.24252
O 4.34449 0.89146 -3.98835
N -3.69449 -0.97210 0.97808
N 1.74489 -1.54450 1.03414
C -2.89074 -0.14395 1.81696
C -3.83725 -0.86594 -0.34779
C 1.68897 -0.88747 -0.22939
C -4.49703 -2.02885 1.56514
C 0.90630 -2.73220 1.10340
C 2.53525 -1.08254 2.06750
H 1.84200 -1.70416 -0.93487
H -5.14790 -1.53251 2.28493
H 0.74514 -0.39775 -0.46911
H 2.48489 -0.15763 -0.37756
H -4.33332 -1.75489 -0.76718
H 1.40870 -3.62627 0.73421
H -5.15996 -2.44264 0.80526
H 0.79555 -3.06930 2.13402
H -0.02669 -2.59191 0.55753
H 3.12226 -0.17371 1.86343
H -3.89959 -2.73288 2.14437
H -2.84552 -0.57730 2.81608
H -1.84061 -0.20416 1.53111
H -3.31750 0.85658 1.88719

47
Properties=species:S:1:pos:R:3 method="wB97M-V/def2-TZVPD" lumo_energy_ev=2.37 relative_energy_kj_mol=178.3 homo_lumo_gap_ev=9.29 charge=-1
O 3.55846 -0.51142 1.04719
O -0.83942 -1.00316 2.13185
O 1.73666 0.13050 -0.76234
O -0.79408 1.04566 -0.31802
O 4.46924 -0.72155 -1.77411
O -0.62287 -1.07113 -4.54230
O -4.61996 1.57634 -0.09436
O 2.52194 -3.54845 -0.02489
O -3.28985 -0.18149 1.89132
O -2.00608 -0.95929 -2.23149
O -1.86632 3.43767 -0.60155
O -6.08013 -0.80116 0.32459
O 4.35398 2.07065 -0.42912
O 1.76968 2.44674 1.85890
O 0.25379 -1.80675 -0.14074
O 0.53210 0.70625 3.26879
H -3.72127 1.67924 -0.42065
H 0.95255 1.91599 1.84159
H -6.24357 -0.61617 -0.60215
H -1.06193 -1.57720 2.86451
H -2.13725 3.31885 -1.52036
H -0.99052 0.48960 0.44362
H 3.45935 1.71741 -0.44228
H -1.32417 -1.58038 -1.96218
H -2.32735 -0.48702 1.86462
H 4.88431 -1.58426 -1.77235
H -0.00453 -0.08321 2.76191
H -1.32422 -1.20568 -5.18605
H 1.82010 2.46570 2.81658
H 4.16866 0.13031 0.64889
H 4.36698 2.98402 -0.12512
H 4.06838 -0.39605 -0.96947
H 3.32013 -4.07181 0.04159
H 0.09171 0.92504 -0.71836
H -0.17379 -1.75759 0.75413
H -5.17445 -0.51410 0.47716
H 2.71791 -0.38640 0.55357
H 1.13070 -0.67883 -0.65944
H 2.73190 -2.63757 0.21409
H -1.82357 -0.10382 -1.81457
H -3.44145 0.56955 2.47309
H -0.99927 -1.12847 -3.63847
H 1.85055 0.31004 -1.70892
H 1.22284 0.30403 3.80078
H -4.63090 0.98993 0.65429
H 0.99097 -2.45289 -0.11736
H -1.47592 2.65232 -0.15639

51
Properties=species:S:1:pos:R:3 method="wB97M-V/def2-TZVPD" lumo_energy_ev="2.68 / 2.68" relative_energy_kj_mol=8.8 homo_lumo_gap_ev="7.07 / 7.07" charge=-1
Pd -0.73893 -0.96355 1.95567
O -2.64699 0.88599 0.63814
O -1.04938 0.26169 -0.86295
O -3.61330 -1.92298 2.02375
O 1.15763 -2.01623 4.31000
N -2.50813 -1.86570 2.63166
N -0.10067 -2.00994 3.70647
N 8.33173 2.61772 -0.25125
C -4.30174 1.93021 -0.75570
C -2.38718 -2.47785 3.80623
C -2.06654 0.94236 -1.61323
C 4.44935 -0.14503 0.47903
C -2.94117 -0.12517 -2.26451
C 3.42801 0.70884 0.92424
C 2.13305 0.20965 1.23338
C -2.81713 1.73342 -0.50648
C 4.97622 2.56687 0.75152
C -1.05898 -2.52572 4.39082
C -0.81632 -3.15809 5.72918
C -1.40428 1.80085 -2.67596
C -3.58412 -3.12508 4.42630
C 0.99983 -0.18908 1.44910
C 5.70468 0.34122 0.17640
C 7.28458 2.21026 -0.00145
C 5.97963 1.70268 0.31089
C -2.15296 3.06935 -0.18560
C 3.72266 2.07570 1.05236
B -1.50861 0.11027 0.44321
H -3.42389 -0.73982 -1.50355
H -0.92190 1.15795 -3.41349
H 0.19099 -3.56438 5.77788
H 6.48252 -0.32813 -0.16730
H 1.68039 -1.53135 3.65461
H -2.59336 3.46193 0.73148
H -2.30409 -0.77054 -2.87030
H -1.53880 -3.94815 5.91931
H -2.30002 3.79789 -0.98594
H -0.64341 2.44601 -2.24070
H -4.73325 2.50497 0.06489
H -3.53058 -3.11761 5.51568
H -3.72564 -4.16124 4.09779
H -1.08349 2.93456 -0.01846
H -4.81817 0.97386 -0.80516
H -4.46901 -2.57538 4.10627
H -2.14359 2.42007 -3.19088
H 4.23234 -1.19918 0.37297
H -3.70665 0.31507 -2.90714
H -0.91240 -2.41052 6.52035
H 5.18940 3.62294 0.85391
H 2.94162 2.74216 1.39193
H -4.47067 2.47831 -1.68664

81
Properties=species:S:1:pos:R:3 method="wB97M-V/def2-TZVPD" lumo_energy_ev=1.62 relative_energy_kj_mol=26.7 homo_lumo_gap_ev=6.39 charge=-1
Br -7.19210 -8.98133 15.04316
Br -2.23514 -9.14149 21.03964
Se -9.91176 -2.40632 23.78131
Se -12.69073 -1.75146 20.94576
K -8.73518 -4.65432 20.72941
S -4.16593 -4.53953 27.83933
S -5.72980 -6.02360 25.85746
S -8.32820 -6.40296 24.38374
F -4.13828 -2.05238 16.57712
O -9.10593 -3.77840 18.47766
O -8.48604 0.88981 16.43181
O -4.06507 0.53748 15.37108
O -9.03466 -3.82982 16.19278
N -7.07850 -0.34917 20.68083
N -7.57338 -1.25006 16.41519
N -8.00887 -4.96221 26.70571
N -6.75089 -2.31407 21.32602
N -6.97782 -4.56035 27.52977
N -7.62245 -6.35966 18.71581
N -6.34372 0.62669 15.68086
N -5.99694 -6.46196 20.93157
N -7.62724 -1.54571 20.66056
N -7.82211 0.75427 20.25915
N -5.97781 -0.22675 21.40574
C -9.28823 -3.07588 30.03273
C -8.32950 -6.94326 16.50031
C -5.66028 -4.93525 27.18322
C -11.22413 -3.85446 23.95062
C -7.03490 -2.31759 30.49991
C -8.48830 -6.24979 17.67757
C -8.94741 -3.25879 17.31765
C -6.43841 -2.00505 16.31890
C -8.68327 -1.76628 17.30126
C -11.15618 -0.93988 23.27540
C -3.74604 -8.03682 21.01596
C -4.14131 -7.31786 22.13930
C -5.23151 -1.39593 16.08212
C -5.31238 -6.56774 22.05176
C -7.55391 0.14047 16.21036
C -6.50381 -3.15210 29.49850
C -7.18921 -7.70572 16.40058
C -14.31111 -0.96812 21.80044
C -11.21683 -0.85785 21.79229
C -4.46845 -7.92956 19.82928
C -5.60058 -7.10926 19.80700
C -8.42099 -2.31385 30.77078
C -7.40582 -3.86895 28.70342
C -5.10658 -0.03777 15.63761
C -6.23157 -7.75883 17.43338
C -5.78197 -1.52155 21.75694
C -6.50783 -7.07238 18.65996
C -8.78830 -3.86113 28.99736
C -7.51187 -5.74320 25.72439
H -10.72954 -4.82518 24.08190
H -7.10882 1.51193 20.03803
H -3.57047 -7.30751 23.04935
H -6.56107 -3.06427 16.44579
H -6.36604 -1.75399 31.09491
H -6.38273 1.58126 15.26873
H -14.01937 -0.15296 22.43593
H -8.98406 -6.83965 15.64967
H -4.11851 -8.38179 18.96758
H -14.96267 -0.52299 21.09672
H -5.45301 -3.21332 29.19519
H -11.69081 -3.64752 24.90054
H -10.32656 -1.30700 21.25246
H -12.05917 -1.06091 23.84426
H -8.47362 -1.53737 18.31957
H -9.44542 -4.48094 28.33997
H -9.54637 -1.14937 17.01729
H -5.69720 -6.00095 22.89319
H -9.40509 -5.60964 17.85013
H -10.37035 -3.06940 30.28728
H -5.35032 -8.40847 17.32882
H -10.56411 -0.09963 23.70124
H -12.03777 -3.84413 23.15260
H -4.94684 -1.84476 22.38888
H -11.35892 0.16468 21.46369
H -8.17404 0.49377 19.29924
H -14.87970 -1.72944 22.33594
H -8.78729 -1.63075 31.54990

15
Properties=species:S:1:pos:R:3 method="wB97M-V/def2-TZVPD" lumo_energy_ev=0.22 relative_energy_kj_mol=143.8 smiles=O.O.O.O.O homo_lumo_gap_ev=11.51
O -0.27120 -2.26642 -1.47515
O 4.55739 0.01367 0.12600
O -1.07455 4.26256 -0.58389
O -0.47494 -0.25886 1.65479
O -2.62502 -1.53906 0.28006
H -1.72726 3.89430 0.02220
H -1.04583 -0.55889 2.37106
H 0.34217 -1.54754 -1.28545
H -2.87194 -2.27224 -0.29480
H -3.20204 -0.81871 0.00235
H 0.12917 -0.99616 1.51187
H -1.12764 -1.83052 -1.54929
H 4.85652 -0.38049 -0.70113
H 4.19834 -0.72960 0.62362
H -0.44493 3.54466 -0.71496

70
Properties=species:S:1:pos:R:3 method="wB97M-V/def2-TZVPD" lumo_energy_ev=0.49 homo_lumo_gap_ev=6.78
Sn 0.26816 0.59668 -1.08840
P 0.79894 1.72921 -3.55041
Si -0.50781 -2.00653 -2.77727
O 2.06217 -0.45173 -0.69543
O -0.07240 -0.64276 0.93754
N -1.15823 -0.65019 -1.98821
N -0.51894 -0.74527 3.19243
N -1.61344 -0.63400 3.95723
C 3.25138 0.72258 1.19029
C -3.42113 -1.13175 -2.78812
C 2.90970 -1.64985 4.21851
C 2.18266 0.94017 -4.43637
C 1.16248 3.51696 -3.65717
C 0.78290 -0.63943 3.72870
C 1.64443 -1.72840 3.63397
C -1.50919 -0.57297 5.39414
C -0.63248 1.49991 -4.65639
C 3.32774 -0.45474 4.82693
C -4.78007 -0.80322 -2.76125
C -5.21359 0.30339 -2.04103
C 1.31824 -2.35901 -2.75393
C -4.32442 1.14468 -1.38407
C 2.47944 0.66999 4.81855
C 4.34819 0.27554 -1.00703
C 3.03673 0.46884 -0.27640
C -2.71977 -0.67769 3.18874
C -0.89094 -0.74607 1.86309
C -2.95348 0.85383 -1.41031
C 1.20016 0.57105 4.27968
C -2.49990 -0.32006 -2.05909
C -4.07496 -0.57083 3.76250
C -2.32726 -0.78482 1.87176
H -1.07436 -3.23072 -2.13842
H 1.38754 -3.39369 -3.13645
H -3.06887 -2.00662 -3.33866
H 3.89163 1.63034 1.29070
H -0.42220 2.04570 -5.58712
H 2.67937 1.44379 -0.41207
H 1.75777 -2.34749 -1.75636
H 3.76577 -0.11923 1.69262
H -1.00293 0.34202 5.72193
H -5.47204 -1.43722 -3.29279
H 0.25068 4.07544 -3.39075
H -1.53321 1.91165 -4.18119
H 0.51163 1.41014 4.30882
H -2.52587 -0.52512 5.78208
H 4.29605 -0.19422 -2.00414
H 2.41804 1.58502 -5.29454
H -4.34579 -1.45524 4.37804
H 3.06661 0.87039 -3.78560
H -1.04300 -1.47288 5.81913
H -4.80848 -0.51054 2.93599
H -0.79811 0.43468 -4.86824
H -4.20771 0.33437 4.39392
H -0.74248 -1.89446 -4.23042
H -4.64947 2.04090 -0.82808
H -2.21569 1.51027 -0.89416
H 4.99643 -0.37196 -0.41227
H -2.94983 -0.85046 0.98866
H 1.46549 3.73790 -4.69445
H 1.94932 -1.73367 -3.39197
H 2.31108 0.91359 1.71102
H -6.26765 0.55199 -2.01719
H 4.93630 1.20874 -1.07232
H 3.57464 -2.52062 4.22350
H 4.33353 -0.37605 5.26098
H 2.81561 1.61517 5.26631
H 1.97776 3.75836 -2.95598
H 1.28889 -2.64450 3.17031
H 1.89828 -0.05932 -4.79402

Molecular weight in g/mol, matching the order above: 671.305, 606.949, 575.732, 363.112, 287.232, 474.642, 1066.641, 90.075, 578.358